A structure of composition C6H2InO4, computed with wB97M-V/def2-TZVPD.

Properties
Maximum force: 6.5 eV/Å
Electronic energy: -19602.32875 eV
Kohn-Sham gap: 3.8 eV
Total charge: +1

Positions of all 13 atoms, in Å:
In 1.3377 2.5335 0.1619
C 0.5805 -0.4551 -1.2826
C 0.4819 -1.4455 -0.3983
C -0.3851 -1.3307 0.8167
O -0.8325 -2.4560 1.2844
C -1.0207 -0.1868 1.2059
C -0.7595 1.0569 0.4330
C -0.0749 0.8628 -1.0242
O 0.1777 1.8980 -1.5975
O -0.6729 2.2000 0.8689
O 1.5971 -2.1578 -0.3950
H 1.2716 -0.4311 -2.1122
H -1.7010 -0.0881 2.0389

Atomic forces in eV per Å
In 3.0 2.9 0.6
C -1.6 4.8 -2.9
C 5.2 -3.0 2.4
C -2.4 -5.6 0.3
O 1.7 2.6 -1.0
C -0.4 4.2 -0.3
C 0.0 -3.3 -0.5
C -0.8 -4.0 1.5
O 0.4 1.1 -1.5
O -1.2 0.0 0.7
O -4.1 1.3 0.6
H 0.0 -0.4 -0.1
H 0.1 -0.5 0.3